(1)
{
  "formula": "C26H50NO12S2",
  "method": "the ωB97M-V functional and the def2-TZVPD basis",
  "symbols": ["C", "O", "C", "C", "C", "C", "C", "C", "C", "C", "C", "C", "C", "S", "O", "O", "N", "S", "O", "O", "C", "C", "C", "C", "C", "O", "C", "H", "H", "H", "H", "H", "H", "H", "H", "H", "H", "H", "H", "H", "H", "H", "H", "H", "H", "H", "H", "H", "H", "H", "H", "H", "H", "H", "H", "H", "H", "H", "H", "H", "H", "H", "H", "H", "H", "C", "C", "C", "O", "C", "O", "O", "H", "H", "H", "H", "H", "H", "C", "C", "C", "O", "C", "O", "O", "H", "H", "H", "H", "H", "H"],
  "positions_angstrom": [[13.90047, -2.53092, 2.99072], [13.42026, -1.84772, 1.85761], [12.04168, -2.08782, 1.64411], [11.67831, -1.65146, 0.23704], [11.79421, -0.14429, -0.00522], [10.78551, 0.70008, 0.77876], [9.34902, 0.52765, 0.25594], [8.45647, 1.71988, 0.58937], [6.97098, 1.41668, 0.34366], [6.02465, 2.51306, 0.87623], [4.94460, 2.00544, 1.85870], [3.50008, 2.32757, 1.42076], [2.51994, 1.16704, 1.63573], [1.65233, 1.24717, 3.20871], [1.64958, 2.63417, 3.62335], [2.34158, 0.34159, 4.10188], [0.18836, 0.78372, 2.74044], [-0.64298, -0.18360, 3.70099], [-0.13346, -1.53761, 3.79644], [-1.04189, 0.40929, 4.96008], [-2.11425, -0.31498, 2.69232], [-2.97716, -1.49813, 3.12598], [-4.19386, -1.67441, 2.21033], [-3.86944, -2.26397, 0.83492], [-3.51925, -1.24012, -0.24460], [-3.87011, -1.70246, -1.54853], [-2.81093, -2.42938, -2.13732], [13.18337, -2.49507, 3.81474], [14.10088, -3.58193, 2.75453], [14.83490, -2.07213, 3.30544], [11.44926, -1.53480, 2.38120], [11.82873, -3.15700, 1.75619], [12.37889, -2.15570, -0.43430], [10.68177, -2.01271, -0.02165], [12.81834, 0.16438, 0.20737], [11.62362, 0.03366, -1.07100], [10.79973, 0.37085, 1.81957], [11.07204, 1.75060, 0.73389], [9.39734, 0.40019, -0.82908], [8.90820, -0.36614, 0.70036], [8.56666, 1.99863, 1.63996], [8.73952, 2.56084, -0.04760], [6.73274, 0.44827, 0.78637], [6.83531, 1.30864, -0.73673], [5.57249, 3.04073, 0.03754], [6.64118, 3.24772, 1.40167], [5.09676, 2.43129, 2.84853], [5.03790, 0.92341, 1.94728], [3.11190, 3.19387, 1.95138], [3.47537, 2.56783, 0.35512], [2.98563, 0.18711, 1.55694], [1.74365, 1.20539, 0.87226], [-1.73308, -0.49433, 1.68577], [-2.64892, 0.63333, 2.67057], [-3.28595, -1.33977, 4.15849], [-2.34845, -2.38437, 3.05695], [-4.87754, -2.36444, 2.71177], [-4.72285, -0.72255, 2.11122], [-4.73662, -2.81105, 0.45588], [-3.06196, -2.99179, 0.93962], [-4.02100, -0.28921, -0.05719], [-2.44797, -1.01986, -0.24533], [-2.49207, -3.25914, -1.50435], [-1.95884, -1.77630, -2.34927], [-3.17359, -2.80375, -3.09358], [-6.13855, -0.31315, -2.83879], [-7.51705, 0.23699, -3.08904], [-8.63587, -0.77690, -3.04065], [-9.62129, -0.18054, -3.90312], [-8.95733, 0.59680, -4.79925], [-9.45650, 1.08329, -5.76155], [-7.66490, 0.72912, -4.44200], [-5.38999, 0.47146, -2.93372], [-6.06976, -0.73314, -1.83999], [-5.89183, -1.08990, -3.56219], [-7.72810, 1.07303, -2.41589], [-9.04628, -0.92949, -2.04593], [-8.34103, -1.73719, -3.46930], [-12.67322, 1.48668, -4.65707], [-12.70558, 1.40078, -3.15602], [-13.71858, 0.44030, -2.57876], [-13.97528, 1.01335, -1.28903], [-13.74597, 2.34804, -1.38263], [-14.03697, 3.14157, -0.55062], [-13.14503, 2.64026, -2.56007], [-11.94397, 2.22476, -4.98555], [-12.39418, 0.52385, -5.08295], [-13.64718, 1.78553, -5.04882], [-11.70750, 1.18404, -2.76605], [-13.34746, -0.57587, -2.47392], [-14.65268, 0.43513, -3.14608]],
  "mulliken_charge": [-0.775, -0.301, -0.472, -0.716, -0.896, -0.582, -0.401, -0.749, -0.812, -0.682, -0.650, -0.667, -1.019, 1.144, -0.736, -0.697, -0.327, 1.053, -0.713, -0.721, -0.341, -0.616, -0.796, -0.513, -0.559, -0.272, -0.869, 0.331, 0.282, 0.245, 0.303, 0.399, 0.367, 0.366, 0.371, 0.377, 0.124, 0.491, 0.263, 0.288, 0.450, 0.231, 0.434, 0.246, 0.483, 0.430, 0.353, 0.354, 0.318, 0.412, 0.387, 0.402, -0.098, 0.394, 0.393, 0.277, 0.343, 0.364, 0.370, 0.266, 0.385, 0.368, 0.314, 0.357, 0.255, -1.485, 0.672, -0.477, -0.326, 0.618, -0.531, -0.373, 0.389, 0.316, 0.296, 0.264, 0.342, 0.295, -1.476, 0.784, -0.465, -0.340, 0.612, -0.530, -0.374, 0.308, 0.355, 0.429, 0.087, 0.308, 0.289],
  "homo_ev": -5.4787,
  "charge": -1,
  "lumo_energy_ev": 1.61
}

=====

(2)
{
  "formula": "C6H9N4",
  "method": "the ωB97M-V functional and the def2-TZVPD basis",
  "symbols": ["C", "C", "C", "C", "C", "C", "N", "N", "N", "N", "H", "H", "H", "H", "H", "H", "H", "H", "H"],
  "positions_angstrom": [[-0.99818, 0.68261, -0.82148], [-0.58032, -0.35229, -1.74278], [-0.55490, 0.40920, 1.66744], [0.30559, -0.06378, 2.58340], [1.92539, 1.75857, 2.82096], [0.21804, -2.54096, -1.45466], [1.57466, 0.55967, 2.68773], [0.39627, -1.28719, -1.56533], [-1.04750, 0.90018, 0.57253], [-0.90245, -0.17242, -3.08081], [-1.64882, 1.43270, -1.41085], [0.31419, -0.89125, 3.33454], [3.03931, 2.01245, 2.89384], [1.31560, 2.61105, 2.99386], [1.02396, -3.33631, -1.47598], [-0.77551, -3.07574, -1.53785], [-1.70605, 1.57664, 0.63302], [-1.42812, 0.59844, -3.46738], [-0.47117, -0.82158, -3.63020]],
  "mulliken_charge": [-0.529, 0.757, 0.253, -0.204, -0.164, -0.119, -0.352, -0.348, -0.141, -0.346, 0.130, 0.372, 0.240, 0.276, 0.275, 0.240, 0.232, 0.208, 0.220],
  "homo_ev": [-11.9859, -11.9858],
  "charge": 1,
  "lumo_energy_ev": [-4.24, -4.24]
}

=====

(3)
{
  "formula": "C13H19N7O2",
  "method": "the ωB97M-V functional and the def2-TZVPD basis",
  "symbols": ["C", "N", "C", "N", "C", "N", "C", "N", "C", "N", "N", "C", "H", "C", "H", "O", "C", "H", "C", "H", "H", "H", "H", "H", "N", "C", "H", "C", "H", "O", "C", "H", "C", "H", "H", "H", "H", "H", "H", "H", "H"],
  "positions_angstrom": [[4.14102, 1.09768, -0.31631], [2.94567, 1.25332, -1.11750], [2.95431, 2.04721, -2.17166], [2.99994, 2.74483, -3.08036], [1.79195, 0.58269, -0.77874], [1.85152, -0.18438, 0.29729], [0.70186, -0.81908, 0.57830], [-0.42102, -0.70658, -0.13064], [-0.35322, 0.10421, -1.18825], [0.74512, 0.77652, -1.55996], [-1.44551, 0.23433, -1.95401], [-2.71476, -0.33269, -1.55700], [-2.67164, -0.51817, -0.48241], [-3.83331, 0.66761, -1.89965], [-4.17806, 0.52456, -2.93427], [-3.38911, 1.98754, -1.71079], [-2.39477, 2.36487, -2.64572], [-2.86780, 2.78851, -3.54460], [-1.49785, 1.17728, -3.04255], [-0.48449, 1.51447, -3.25581], [-1.90394, 0.66600, -3.92240], [-1.81045, 3.14426, -2.15251], [-4.68265, 0.53306, -1.22787], [-2.88463, -1.28663, -2.07245], [0.70192, -1.65824, 1.62725], [1.79577, -1.71105, 2.56793], [2.63813, -1.15944, 2.15371], [1.33889, -1.10118, 3.89917], [2.10141, -1.23042, 4.66873], [0.17990, -1.74270, 4.38229], [-0.88401, -1.64370, 3.46161], [-1.72800, -2.16565, 3.91493], [-0.50932, -2.27417, 2.11478], [-1.29570, -2.12332, 1.37716], [-0.32363, -3.34502, 2.25356], [-1.14851, -0.58644, 3.30573], [1.14116, -0.02742, 3.75661], [2.07195, -2.75980, 2.72383], [3.96839, 1.48177, 0.69115], [4.39690, 0.03947, -0.24446], [4.95659, 1.64590, -0.78414]],
  "mulliken_charge": [-0.888, -0.031, 0.745, -0.606, 0.076, -0.330, 0.393, -0.292, 0.298, -0.348, 0.049, -0.463, 0.312, -0.473, 0.308, -0.426, -0.435, 0.318, -0.815, 0.445, 0.320, 0.331, 0.354, 0.224, -0.015, -0.627, 0.407, -0.566, 0.371, -0.392, -0.548, 0.362, -0.599, 0.369, 0.268, 0.333, 0.328, 0.293, 0.276, 0.295, 0.381],
  "homo_ev": -8.7982,
  "lumo_energy_ev": 0.67
}

=====

(4)
{
  "formula": "C3H9NP",
  "method": "the ωB97M-V functional and the def2-TZVPD basis",
  "symbols": ["C", "C", "C", "N", "P", "H", "H", "H", "H", "H", "H", "H", "H", "H"],
  "positions_angstrom": [[0.97809, -0.72452, 0.00232], [-0.68530, -1.31538, 0.20347], [-0.40369, 1.36914, 0.45241], [0.74201, 0.80683, -0.25971], [-1.83025, 0.11177, -0.14667], [1.55031, -0.87945, 0.97158], [1.46936, -1.27213, -0.79185], [-0.79320, -2.13144, -0.63004], [-0.90503, -1.88004, 1.20034], [-0.34112, 1.38032, 1.60881], [-0.40003, 2.42500, 0.09959], [1.69405, 1.11016, -0.02362], [0.53472, 0.95275, -1.22517], [-1.60994, 0.04700, -1.46146]],
  "mulliken_charge": [-0.511, -0.585, -0.610, -0.247, 0.052, 0.309, 0.359, 0.348, 0.377, 0.332, 0.403, 0.363, 0.360, 0.049],
  "homo_ev": -14.0406,
  "charge": 1,
  "lumo_energy_ev": -3.50
}